*a*
C4H8OS3 | the ωB97M-V functional and the def2-TZVPD basis

```
! RIJCOSX wB97M-V def2-TZVPD def2/J DEFGRID3
* xyz 0 1
H -1.286 0.837 -2.246
H -1.885 1.725 1.131
C 1.409 -0.557 -1.195
S -0.956 -0.333 1.745
O -0.605 1.306 -0.453
C -0.871 1.284 0.933
H 1.578 0.386 -1.768
H -0.089 1.933 1.377
S 1.925 -0.201 0.546
H 2.088 -1.327 -1.586
H 0.547 -2.104 1.170
H -2.254 0.070 -0.970
S -0.258 -1.181 -1.480
C -1.225 0.370 -1.287
H 1.176 -1.143 2.544
C 0.706 -1.067 1.539
*
```

SMILES string	C1OCSCSCS1
HOMO-LUMO gap	0.337	Eh

***

*b*
C4H8OS3 | the ωB97M-V functional and the def2-TZVPD basis

```
! RIJCOSX wB97M-V def2-TZVPD def2/J DEFGRID3
* xyz 0 1
C 1.707 -0.636 -2.133
H -1.080 1.806 -2.304
S -1.335 -1.253 1.703
O -0.296 1.071 0.993
C -0.418 1.085 -1.726
C -0.852 0.050 0.634
H 1.890 -0.319 -1.080
H 0.111 1.665 -0.956
H 2.632 -0.908 -2.711
H -0.593 -1.211 3.990
S -1.373 -0.255 -1.031
H -1.589 0.232 3.586
C -0.824 -0.481 3.218
S 0.819 0.705 -3.068
H 0.105 0.037 3.022
H 1.095 -1.587 -2.135
*
```

SMILES string	CSCSC(=O)SC
HOMO-LUMO gap	0.342	Eh

***

Which one sits at the top of the stability order? *b* does.

***

*a*
C34H50BaN9O2P2 | the ωB97M-V functional and the def2-TZVPD basis

```
! RIJCOSX wB97M-V def2-TZVPD def2/J DEFGRID3
* xyz 1 1
H -4.998 3.136 2.388
C 0.602 -1.912 -4.125
H 2.510 -1.288 -0.376
C -4.315 0.064 -2.246
H 4.179 0.027 2.475
C 2.332 1.638 3.668
H -5.421 -2.601 -2.071
H 3.327 -3.935 1.290
H -2.571 0.691 2.391
H -0.024 -7.036 1.541
C 3.441 -0.749 2.317
H 3.302 1.311 4.013
H -3.595 -2.432 -3.851
H -4.691 4.604 0.509
C -1.001 2.215 -1.461
H -1.262 4.780 -1.082
H 0.174 3.242 -0.016
H 0.861 -4.660 -3.133
H -4.338 0.640 2.330
H -2.471 -3.738 0.333
C -3.446 0.844 1.741
H 5.363 0.613 -1.422
C 0.366 2.647 -0.917
O 6.054 -1.122 1.532
C 0.571 -3.712 1.499
C 2.768 3.888 0.430
C 2.878 -0.725 -1.243
N 3.226 2.678 -0.208
C 3.894 -1.975 1.859
C 4.721 0.920 -0.597
O 5.635 -3.286 0.989
H 2.488 4.672 -0.279
C -0.137 2.334 2.801
N 0.331 1.134 2.450
C -2.305 4.898 -0.803
H 1.927 3.678 1.087
H 3.579 4.269 1.051
C -4.662 -2.580 -1.287
C -2.741 -2.060 -3.280
C 4.648 2.442 -0.458
H 0.474 -4.560 -1.400
N -1.923 1.806 -0.407
H 4.973 2.959 -1.366
H 0.849 3.308 -1.647
N 1.174 -1.484 2.182
C 2.964 -2.981 1.653
Ba -0.538 -0.476 0.254
H -5.021 -0.212 -3.031
H 5.081 0.418 0.305
C 5.374 -2.160 1.427
C 1.827 2.874 4.027
H -2.437 5.922 -0.459
H -2.312 -1.236 -3.858
H 0.547 -2.702 -4.875
H -2.200 -6.185 0.640
H 1.921 -3.767 -2.025
H -2.938 4.750 -1.683
C 0.563 3.237 3.582
C -1.543 -4.146 0.718
P -0.076 -2.478 -2.517
H -3.423 0.134 0.912
H -3.334 3.384 2.958
C -1.392 -5.511 0.887
H -5.140 -2.353 -0.334
C 0.809 -5.067 1.698
H -2.030 -3.875 -2.312
C -3.967 3.279 2.067
H -1.124 2.589 2.431
H 5.244 2.805 0.379
H -3.557 5.387 1.632
C 2.079 -0.537 2.463
H 2.407 3.542 4.650
H -0.830 1.335 -2.095
C -3.794 4.455 1.122
H -1.417 2.971 -2.127
N 3.330 0.592 -0.897
N -0.591 -3.258 1.008
H 0.126 4.192 3.836
H -4.222 -3.576 -1.212
P -3.335 -1.372 -1.676
C -1.695 -3.163 -3.073
C 1.553 0.797 2.881
C 1.618 -2.695 1.813
H 1.644 -1.614 -4.009
H -3.641 0.837 -2.616
H -4.867 0.487 -1.404
C 2.482 1.599 -0.581
H 3.711 -1.289 -1.659
N -3.522 2.185 1.222
H 0.049 -1.043 -4.484
H 1.755 -5.394 2.106
C -0.185 -5.978 1.387
N 1.182 1.455 -0.671
C 0.883 -4.014 -2.253
H -1.546 -3.735 -3.993
N -2.669 4.020 0.295
C -2.630 2.641 0.273
H 2.080 -0.649 -1.983
*
```

HOMO-LUMO gap	0.273	Eh

***

*b*
C34H50BaN9O2P2 | the ωB97M-V functional and the def2-TZVPD basis

```
! RIJCOSX wB97M-V def2-TZVPD def2/J DEFGRID3
* xyz 1 1
H 2.383 -1.684 -0.104
C -0.100 -0.447 -3.775
H -0.339 1.601 4.242
C -0.329 -2.626 -2.600
H 2.628 0.479 5.158
H -0.518 4.043 3.706
C -4.325 -1.073 -1.236
H 1.361 -0.685 4.696
H 0.360 -0.555 -4.762
H 2.607 -5.033 1.411
H 0.560 -5.322 -3.142
H -4.943 -1.929 -1.007
H -3.025 2.512 1.192
C 0.764 -2.962 2.379
H -1.282 -4.256 3.896
N 0.517 -2.319 -1.668
H -1.660 -1.793 -5.344
H -4.162 1.703 -3.143
C 1.233 -3.312 -0.875
N 2.250 1.703 -1.197
H -1.011 -0.902 2.318
H 1.068 2.460 4.850
H 2.755 -5.588 3.065
C 0.548 2.164 3.935
N -0.173 -2.554 3.319
H 0.631 4.974 -3.040
C 0.143 3.396 3.123
C -2.394 2.675 2.068
H 2.952 -0.779 3.946
H 3.947 1.424 2.420
C -1.754 2.211 -2.005
C -3.099 -0.911 -0.622
C -1.298 -1.720 2.973
O -0.985 6.455 -3.952
H -2.741 -1.653 0.086
C 2.198 -0.090 4.331
H -0.962 -4.040 -5.045
C -2.251 3.361 -2.600
H 5.500 2.383 -0.671
C -1.828 -2.171 -4.336
P -0.664 2.961 1.522
C 4.470 2.566 -0.942
N 1.299 -4.153 2.818
C 1.828 2.902 -1.633
H 0.694 -0.267 -3.054
C 0.861 -4.408 4.189
C -0.823 4.618 0.771
C -2.674 1.064 -1.728
C -3.886 0.960 -2.411
C -1.606 -3.673 -4.237
C 4.035 3.812 -1.365
H -1.119 -5.865 -3.123
H 3.414 -4.011 2.629
H 0.739 -5.476 4.363
N -2.292 0.128 -0.848
C 2.590 -4.707 2.448
O -3.120 5.688 -3.799
H 4.721 4.645 -1.429
C -4.721 -0.111 -2.154
H 1.588 -4.012 4.907
H 3.831 0.562 -0.536
C 3.117 2.054 2.744
H 1.987 -3.828 -1.478
H -2.781 3.531 2.624
H -2.460 1.785 2.696
C -0.420 -5.156 -2.683
H 2.783 -3.199 0.627
H -2.534 -4.241 -4.251
H -2.835 -1.884 -4.023
H -5.667 -0.199 -2.673
C 2.706 3.983 -1.710
H -0.675 -3.264 5.242
C -0.030 4.184 -2.708
N -0.833 -1.643 -3.417
C 3.534 1.553 -0.870
H -0.368 -5.379 -1.626
Ba 0.352 0.006 -0.072
P 1.626 1.009 2.980
H 2.947 2.799 1.965
H 1.028 3.990 2.881
H 2.354 4.950 -2.034
H -0.758 0.421 -3.795
N -0.935 -3.821 -2.945
C -1.888 5.660 -3.654
H 0.579 -4.063 -0.429
H -1.704 -1.282 3.885
H 3.403 2.562 3.668
H -1.278 5.321 1.471
C -0.442 -3.641 4.247
N 0.985 -2.247 1.330
C 0.392 3.053 -2.025
H -2.096 -2.293 2.483
H -1.443 4.568 -0.125
H -3.300 3.533 -2.801
H 0.156 4.996 0.476
N -0.455 2.065 -1.695
C 1.934 -2.611 0.290
C -1.375 4.364 -2.976
*
```

HOMO-LUMO gap	0.253	Eh

***

Which one sits at the top of the stability order? *a* does.

***

*a*
C8H8O | the ωB97M-V functional and the def2-TZVPD basis

```
! RIJCOSX wB97M-V def2-TZVPD def2/J DEFGRID3
* xyz 0 1
H -0.212 2.208 -1.501
C -0.208 0.442 1.448
C 1.650 -0.362 -1.854
H 0.272 -1.757 1.532
H -1.856 1.413 0.463
H 1.772 -0.617 1.557
C -1.040 0.748 0.134
H -0.912 0.482 2.265
C -0.110 1.278 -0.953
H -1.826 -1.420 0.019
C 0.893 0.398 -1.036
O 2.334 -1.027 -2.556
C 0.722 -0.793 1.133
H -1.290 -0.728 -1.552
C 0.427 -0.900 -0.341
H 0.509 1.344 1.663
C -1.124 -0.709 -0.421
*
```

HOMO-LUMO gap (spin up / spin down)	0.243 / 0.243	Eh

***

*b*
C8H8O | the ωB97M-V functional and the def2-TZVPD basis

```
! RIJCOSX wB97M-V def2-TZVPD def2/J DEFGRID3
* xyz 0 1
H -3.532 -1.590 -0.247
C -2.288 -0.135 0.206
H -1.665 -2.092 -0.363
H -1.350 2.576 -0.148
O 0.049 -0.294 0.289
H 3.338 -1.845 -0.256
H 1.819 -1.871 0.892
C 2.523 -1.355 0.266
C 1.138 0.494 0.119
C 0.707 1.738 -0.096
C -1.057 0.512 0.291
H 1.375 2.546 -0.121
C -0.676 1.769 0.005
C 2.322 -0.115 -0.254
H -3.154 0.582 0.478
C -2.523 -1.359 -0.166
H 2.974 0.441 -0.895
*
```

SMILES string	C=Cc1ccc(C=C)o1
HOMO-LUMO gap	0.305	Eh

***

Which one sits at the top of the stability order? *b* does.